{
  "formula": "C40H93NO2P2",
  "method": "the ωB97M-V functional and the def2-TZVPD basis",
  "elements": ["O", "H", "C", "C", "C", "C", "P", "C", "C", "C", "C", "C", "C", "C", "C", "C", "C", "C", "C", "H", "H", "H", "H", "H", "H", "H", "H", "H", "H", "H", "H", "H", "H", "H", "H", "H", "H", "H", "H", "H", "H", "H", "H", "H", "H", "H", "H", "H", "H", "H", "H", "H", "H", "H", "H", "C", "C", "C", "C", "P", "C", "C", "C", "C", "C", "C", "C", "C", "C", "C", "C", "C", "H", "H", "H", "H", "H", "H", "H", "H", "H", "H", "H", "H", "H", "H", "H", "H", "H", "H", "H", "H", "H", "H", "H", "H", "H", "H", "H", "H", "H", "H", "H", "H", "H", "H", "H", "H", "C", "C", "N", "C", "C", "C", "C", "C", "O", "C", "H", "H", "H", "H", "H", "H", "H", "H", "H", "H", "H", "H", "H", "H", "H", "H", "H", "H", "H", "H"],
  "xyz": [[-0.4870, -0.4481, 0.6926], [-0.1220, 0.0511, 1.4490], [-7.3614, -0.7474, 0.3321], [-6.6884, -0.3117, 1.6624], [-5.9558, 1.0559, 1.6973], [-4.5435, 0.8944, 2.2889], [-3.5210, 2.6303, 2.1582], [-2.1150, 2.5882, 3.3189], [-0.6880, 3.0116, 3.0011], [-0.7240, 4.5881, 2.9694], [0.7038, 5.0135, 2.5035], [-4.5699, 4.0730, 2.7670], [-5.2204, 4.0539, 4.2072], [-5.1604, 5.2672, 5.1511], [-3.6942, 5.5720, 5.5258], [-2.9318, 3.1563, 0.5123], [-3.9456, 3.1123, -0.7486], [-4.0753, 1.7352, -1.5093], [-5.2640, 1.7152, -2.4913], [-8.0165, -1.6173, 0.3786], [-6.5567, -1.2640, -0.1911], [-7.7432, 0.1274, -0.1941], [-5.9976, -1.0074, 2.1387], [-7.4020, -0.1196, 2.4636], [-6.4612, 1.7587, 2.3596], [-5.8738, 1.4398, 0.6804], [-4.0404, 0.1746, 1.6433], [-4.4165, 0.5501, 3.3153], [-2.0582, 1.5220, 3.5384], [-2.3510, 3.1774, 4.2050], [-0.4210, 2.4993, 2.0768], [0.0525, 2.6549, 3.7170], [-1.0148, 5.0677, 3.9041], [-1.5088, 4.9276, 2.2935], [1.5655, 4.5879, 3.0179], [0.6326, 6.0641, 2.2224], [0.8251, 4.5634, 1.5182], [-5.3470, 4.2906, 2.0343], [-3.8701, 4.8993, 2.8921], [-5.0025, 3.1698, 4.8064], [-6.3012, 3.9534, 4.1083], [-5.8045, 5.1664, 6.0247], [-5.6994, 6.1267, 4.7526], [-3.1399, 6.2501, 4.8769], [-3.0635, 4.7636, 5.8955], [-3.9279, 6.1449, 6.4232], [-1.9334, 2.7535, 0.3416], [-2.7881, 4.1578, 0.9180], [-3.7144, 3.9526, -1.4032], [-4.8451, 3.6586, -0.4646], [-4.2223, 0.8978, -0.8273], [-3.1063, 1.6390, -1.9990], [-6.2277, 1.9353, -2.0320], [-5.1837, 0.7453, -2.9822], [-5.1592, 2.2220, -3.4506], [4.5933, 0.9388, 0.7241], [5.3851, 0.2964, -0.4417], [4.8213, 0.4940, -1.8960], [3.4350, -0.0961, -1.9814], [2.6146, 0.1120, -3.5426], [1.7171, 1.6547, -3.6989], [2.5827, 2.9305, -3.4461], [1.7043, 4.1734, -3.2260], [2.4092, 5.4259, -2.8679], [3.8629, 0.0736, -4.8975], [4.5742, -1.3251, -5.0478], [5.8483, -1.1570, -5.9209], [6.7823, -2.3593, -5.9154], [1.3422, -1.1800, -3.7871], [0.7742, -1.2836, -5.3168], [-0.4296, -2.2397, -5.4554], [-0.9245, -2.0059, -6.8935], [5.1889, 0.6158, 1.5778], [3.5771, 0.5625, 0.8422], [4.6414, 2.0150, 0.8905], [5.5372, -0.7636, -0.2386], [6.3864, 0.6913, -0.2701], [5.4942, 0.1243, -2.6698], [4.8204, 1.5310, -2.2318], [2.8381, 0.3910, -1.2104], [3.5806, -1.1743, -1.9138], [1.0580, 1.7066, -2.8322], [1.0512, 1.6891, -4.5612], [3.1784, 3.0803, -4.3465], [3.1844, 2.9228, -2.5372], [0.9159, 3.9188, -2.5177], [1.0589, 4.3807, -4.0796], [2.4801, 6.1304, -3.6966], [3.4068, 5.2589, -2.4616], [1.6683, 5.9051, -2.2280], [4.5485, 0.8953, -4.6906], [3.3740, 0.3740, -5.8243], [3.8177, -2.0836, -5.2487], [4.9706, -1.7574, -4.1290], [6.3110, -0.2082, -5.6494], [5.6097, -0.9315, -6.9603], [6.3781, -3.0850, -6.6212], [6.8717, -2.7636, -4.9071], [7.7865, -2.1024, -6.2526], [0.4937, -0.8073, -3.2133], [1.6408, -2.1461, -3.3803], [1.6250, -1.5561, -5.9414], [0.5441, -0.2816, -5.6789], [-1.3650, -2.1028, -4.9129], [-0.1114, -3.2142, -5.0849], [-1.3685, -1.0294, -7.0866], [-1.6641, -2.7936, -7.0376], [-0.2653, -2.3251, -7.7008], [0.2651, -4.1773, 5.4460], [0.7006, -4.0970, 3.9306], [0.7991, -5.5167, 3.1379], [-0.5928, -6.1436, 3.1597], [1.1942, -5.1314, 1.6706], [0.9316, -6.1638, 0.5422], [1.8067, -6.4811, 3.8588], [3.1412, -5.7721, 4.3073], [3.7634, -4.9793, 3.3777], [4.5810, -5.7017, 2.4277], [-0.3551, -3.2900, 5.5735], [1.1891, -4.0883, 6.0174], [-0.1383, -5.1374, 5.7678], [1.6611, -3.5817, 3.9317], [0.1087, -3.3775, 3.3648], [-1.1669, -5.3374, 2.7029], [-0.9037, -6.2454, 4.1995], [-0.5207, -7.0859, 2.6167], [2.2082, -4.7324, 1.6448], [0.5854, -4.2942, 1.3291], [1.1627, -7.1827, 0.8531], [1.6124, -5.9874, -0.2906], [-0.0932, -6.2434, 0.1796], [2.0055, -7.3436, 3.2227], [1.2861, -6.8303, 4.7505], [3.6696, -6.5980, 4.7835], [2.8852, -5.1348, 5.1538], [5.2515, -5.0762, 1.8384], [3.9374, -6.0806, 1.6337], [5.1555, -6.5526, 2.7938]],
  "mulliken_charge": [-1.00, 0.07, -1.15, -0.82, 0.16, -1.30, 0.32, -0.85, -0.99, 0.33, -1.55, -0.92, -0.87, -1.02, -0.98, -0.84, -1.25, -0.24, -1.40, 0.39, 0.31, 0.30, 0.46, 0.35, 0.28, -0.09, 0.68, 0.68, 0.52, 0.36, 0.25, 0.60, 0.16, 0.20, 0.38, 0.38, 0.33, 0.58, 0.57, 0.42, 0.41, 0.52, 0.39, 0.28, 0.27, 0.43, 0.54, 0.53, 0.67, 0.44, 0.19, 0.46, 0.28, 0.38, 0.41, -1.22, -0.74, -0.53, -0.63, 0.50, -1.19, -0.23, -0.63, -1.25, -1.34, -0.74, -0.63, -1.28, -1.19, -0.59, -0.54, -1.36, 0.38, 0.41, 0.31, 0.36, 0.40, 0.29, 0.31, 0.42, 0.55, 0.57, 0.56, 0.24, 0.16, 0.31, 0.48, 0.31, 0.36, 0.33, 0.72, 0.72, 0.50, 0.31, 0.43, 0.35, 0.30, 0.34, 0.37, 0.63, 0.65, 0.30, 0.35, 0.34, 0.39, 0.35, 0.42, 0.35, -1.13, -0.68, -0.14, -1.07, -0.34, -1.52, -0.58, -0.68, -0.29, -0.72, 0.33, 0.34, 0.31, 0.44, 0.80, 0.39, 0.48, 0.40, 0.45, 0.41, 0.38, 0.38, 0.41, 0.45, 0.50, 0.48, 0.29, 0.28, 0.25, 0.34],
  "e_lumo_ev": -3.4,
  "homo_energy_ev": -9.85,
  "fmax_ev_per_a": 2.7,
  "total_charge": 2,
  "total_energy_ha": -2467.01576,
  "e_above_lowest_kj_mol": 133.62
}